ORCA calculation (the ωB97M-V functional and the def2-TZVPD basis) on 3 unconnected molecules or ions with the total composition C35H54BrFIN2O11PS2 at a distorted geometry.

```
108
Properties=species:S:1:pos:R:3
C 4.807 1.251 1.724
C 3.832 -0.053 1.941
C 2.977 -0.331 0.555
I 4.172 -1.693 -0.664
N 1.538 -0.724 0.769
C 1.237 -2.158 0.410
C 1.458 -3.390 1.520
C 2.025 -3.106 3.031
C 3.403 -3.900 3.424
C 4.532 -3.973 2.239
F 4.054 -3.182 4.580
C 1.076 -4.973 1.147
C 1.232 -6.225 2.236
C 0.483 -5.430 -0.345
N 0.120 -6.876 -0.636
C 0.289 -4.225 -1.440
Br -0.444 -4.572 -3.285
C 0.659 -2.673 -1.069
S 0.441 -1.299 -2.379
C -0.084 0.181 -1.338
C -1.137 1.245 -2.000
C -1.631 0.968 -3.571
C -2.670 -0.305 -3.704
C -4.245 0.094 -3.323
C -4.426 -0.003 -1.688
O -5.686 -0.698 -1.341
C -5.696 -0.725 0.137
C -1.628 2.537 -1.121
S -2.801 3.751 -1.932
C -1.034 2.680 0.436
C -1.571 4.019 1.256
C -3.134 3.831 1.744
C -3.892 5.274 1.385
O -3.225 6.394 2.117
C 0.019 1.561 1.099
P 0.649 1.728 2.926
O -0.397 2.525 3.858
O 0.665 0.085 3.600
O 2.180 2.547 3.065
C 0.552 0.263 0.187
H 4.269 2.102 1.084
H 5.814 1.005 1.155
H 4.997 1.728 2.796
H 4.564 -0.990 2.057
H 3.182 -0.024 2.913
H 2.962 0.715 -0.020
H 2.226 -1.963 3.185
H 1.218 -3.409 3.857
H 3.228 -5.020 3.798
H 5.257 -3.041 2.323
H 4.117 -4.160 1.161
H 5.217 -4.918 2.491
H 0.506 -7.117 2.011
H 2.370 -6.526 2.275
H 1.001 -5.728 3.296
H 0.890 -7.463 -0.248
H 0.028 -6.984 -1.670
H -0.648 0.707 -4.195
H -2.048 1.963 -4.080
H -2.593 -0.783 -4.795
H -2.400 -1.201 -2.965
H -4.919 -0.694 -3.879
H -4.461 1.202 -3.638
H -3.548 -0.583 -1.148
H -4.408 1.094 -1.263
H -5.000 -1.615 0.476
H -5.247 0.252 0.632
H -6.802 -0.882 0.523
H -2.132 4.224 -3.106
H -1.595 4.889 0.438
H -0.840 4.390 2.090
H -3.263 3.509 2.861
H -3.620 3.039 0.997
H -3.788 5.548 0.238
H -5.038 5.264 1.623
H -2.895 7.030 1.413
H -0.270 -0.147 3.938
H 2.213 2.954 3.995
C -7.701 0.365 -3.470
C -8.493 0.563 -2.189
O -8.768 1.953 -1.974
C -9.797 2.466 -2.695
O -10.496 1.852 -3.486
O -9.898 3.786 -2.402
C -10.895 4.470 -3.159
H -6.802 0.989 -3.469
H -7.407 -0.682 -3.586
H -8.288 0.656 -4.347
H -7.896 0.222 -1.337
H -9.418 -0.024 -2.191
H -11.865 3.968 -3.086
H -10.578 4.552 -4.203
H -11.000 5.478 -2.749
C 12.055 0.044 1.793
C 11.548 1.137 0.869
O 10.857 0.572 -0.252
C 9.581 0.174 -0.015
O 8.987 0.263 1.048
O 9.090 -0.365 -1.159
C 7.776 -0.903 -1.025
H 12.655 -0.684 1.237
H 12.666 0.467 2.596
H 11.226 -0.508 2.246
H 12.399 1.697 0.468
H 10.912 1.853 1.401
H 7.086 -0.168 -0.599
H 7.806 -1.808 -0.410
H 7.417 -1.173 -2.022
```

Summary:
gap between HOMO and LUMO: 7.1 eV
LUMO level: -0.95 eV
net charge: 0
HOMO: -8.05 eV
DFT total energy: -174471.990 eV
structure (SMILES): CC[C@@H](I)N1c2c(C[C@@H](C)F)c(C)c(N)c(Br)c2Sc2c(CCCCOC)c(S)c(CCCO)c(P(=O)(O)O)c21.CCOC(=O)OC.CCOC(=O)OC

ORCA calculation (the ωB97M-V functional and the def2-TZVPD basis) on 9 unconnected molecules or ions with the total composition C35H55Br4N3O4.

```
101
Properties=species:S:1:pos:R:3
C 3.722 1.531 -1.448
C 4.800 0.955 -0.807
C 5.745 0.283 -1.580
N 5.679 0.182 -2.902
C 4.633 0.737 -3.507
C 3.613 1.382 -2.830
H 2.958 2.079 -0.911
H 4.933 0.988 0.266
H 6.588 -0.180 -1.079
H 4.638 0.683 -4.590
H 2.770 1.770 -3.387
C 2.214 2.646 4.876
C 2.812 3.321 5.922
C 4.195 3.469 5.899
N 4.964 2.991 4.933
C 4.367 2.395 3.899
C 2.997 2.201 3.827
H 1.142 2.518 4.772
H 2.228 3.703 6.748
H 4.702 3.984 6.708
H 5.054 2.056 3.130
H 2.553 1.787 2.931
C 1.313 -2.800 -2.746
C 1.283 -4.184 -2.737
C 2.435 -4.888 -2.435
N 3.583 -4.306 -2.085
C 3.588 -2.988 -2.022
C 2.500 -2.196 -2.372
H 0.419 -2.243 -2.997
H 0.425 -4.742 -3.095
H 2.480 -5.972 -2.438
H 4.453 -2.478 -1.611
H 2.562 -1.138 -2.153
C 0.335 0.005 -0.709
C -1.024 -0.146 -1.398
C -1.726 1.132 -0.967
O -1.252 1.387 0.361
C -0.075 0.617 0.621
H 0.970 0.664 -1.312
H 0.876 -0.930 -0.580
H -1.522 -1.039 -1.005
H -0.981 -0.291 -2.478
H -2.807 0.991 -0.946
H -1.467 2.002 -1.571
H -0.382 -0.191 1.297
H 0.697 1.208 1.114
C -0.085 -5.219 0.494
C 0.755 -5.024 1.746
C 0.923 -3.490 1.816
O -0.102 -2.934 0.983
C -0.984 -3.987 0.598
H -0.681 -6.133 0.475
H 0.493 -5.206 -0.428
H 1.717 -5.534 1.698
H 0.242 -5.398 2.633
H 1.875 -3.169 1.390
H 0.854 -3.164 2.859
H -1.577 -3.667 -0.255
H -1.690 -4.173 1.426
C -5.127 -2.200 -2.692
C -3.895 -2.925 -3.280
C -3.490 -1.926 -4.341
O -3.562 -0.670 -3.685
C -4.677 -0.722 -2.781
H -5.351 -2.495 -1.672
H -5.948 -2.425 -3.372
H -4.124 -3.894 -3.729
H -3.136 -3.077 -2.511
H -4.195 -1.951 -5.185
H -2.493 -2.071 -4.759
H -5.473 -0.082 -3.162
H -4.326 -0.389 -1.804
C -2.635 3.431 2.594
C -1.224 3.250 3.147
C -0.557 4.571 2.828
O -1.582 5.544 2.951
C -2.763 4.954 2.381
H -3.395 3.031 3.264
H -2.753 2.940 1.628
H -0.713 2.373 2.747
H -1.286 3.086 4.228
H -0.231 4.551 1.775
H 0.297 4.800 3.462
H -2.753 5.230 1.321
H -3.611 5.381 2.911
Br -0.082 3.209 -6.194
C -0.247 3.579 -4.281
C -1.511 4.378 -4.070
Br -1.810 4.699 -2.192
H 0.669 4.081 -3.989
H -0.299 2.603 -3.806
H -2.362 3.836 -4.471
H -1.453 5.330 -4.591
Br -0.583 -1.053 4.958
C -1.757 -1.758 3.582
C -3.168 -1.274 3.787
Br -4.160 -1.493 2.130
H -1.683 -2.840 3.595
H -1.365 -1.374 2.646
H -3.202 -0.229 4.078
H -3.715 -1.864 4.516
```

Summary:
gap between HOMO and LUMO: 9.9 eV
LUMO level: 0.37 eV
net charge: 0
HOMO: -9.49 eV
DFT total energy: -330015.311 eV
structure (SMILES): c1ccncc1.c1ccncc1.c1ccncc1.C1CCOC1.C1CCOC1.C1CCOC1.C1CCOC1.BrCCBr.BrCCBr

ORCA calculation (the ωB97M-V functional and the def2-TZVPD basis) on a molecular structure, C35H55F3MgO19S at a distorted geometry.

```
114
Properties=species:S:1:pos:R:3
Mg 0.266 -0.074 0.246
C 2.841 -2.563 1.945
C 1.588 -2.933 1.221
O 0.809 -1.925 0.686
H 2.720 -2.310 2.999
H 3.307 -1.730 1.420
H 3.626 -3.319 1.914
H 0.942 -3.607 1.783
H 1.975 -3.603 0.453
C -2.284 3.259 -0.462
F -2.678 4.277 -1.242
F -2.610 3.582 0.807
F -2.860 2.085 -0.842
S -0.370 3.093 -0.519
O 0.153 4.067 0.462
O -0.188 1.698 -0.143
O 0.020 3.314 -1.901
C -3.368 -4.861 2.856
C -4.133 -5.530 1.730
C -4.513 -4.276 0.840
O -3.428 -3.363 0.991
C -2.744 -3.575 2.220
H -2.663 -5.551 3.320
H -4.003 -4.454 3.642
H -5.061 -5.992 2.066
H -3.580 -6.308 1.202
H -5.487 -3.935 1.193
H -4.634 -4.474 -0.225
H -2.898 -2.739 2.902
H -1.697 -3.800 2.017
O -1.008 -0.669 -1.247
C -1.611 -1.512 -1.921
O -2.443 -1.134 -2.903
C -2.923 -2.254 -3.591
C -2.620 -3.507 -2.758
C -1.584 -3.028 -1.768
H -2.383 -2.381 -4.530
H -4.003 -2.186 -3.726
H -2.267 -4.329 -3.379
H -3.526 -3.844 -2.252
H -0.565 -3.348 -1.988
H -1.802 -3.370 -0.757
O 1.718 0.028 -1.187
C 2.615 0.644 -1.729
O 3.066 0.375 -2.942
C 3.918 1.378 -3.483
C 3.793 2.534 -2.430
C 3.445 1.815 -1.134
H 3.604 1.632 -4.496
H 4.896 0.917 -3.617
H 2.926 3.174 -2.591
H 4.693 3.136 -2.299
H 2.813 2.332 -0.412
H 4.296 1.399 -0.596
O 0.694 -2.168 -5.647
C 1.403 -2.343 -4.666
O 0.940 -2.717 -3.447
C 2.008 -3.183 -2.605
C 3.230 -3.371 -3.484
C 2.914 -2.499 -4.691
H 1.779 -4.125 -2.106
H 2.231 -2.536 -1.756
H 3.355 -4.405 -3.806
H 4.068 -3.070 -2.856
H 3.288 -2.908 -5.630
H 3.402 -1.532 -4.570
O -1.297 0.055 1.500
C -2.287 0.062 2.208
O -2.165 0.097 3.542
C -3.449 0.009 4.134
C -4.472 0.345 3.123
C -3.764 0.064 1.802
H -3.484 0.733 4.948
H -3.697 -0.942 4.607
H -4.603 1.417 3.269
H -5.398 -0.201 3.301
H -4.007 0.816 1.051
H -3.997 -0.953 1.486
O -1.790 1.795 -7.715
C -1.221 1.979 -6.656
O -0.911 3.136 -6.132
C -0.331 2.996 -4.878
C -0.600 1.577 -4.480
C -0.802 0.824 -5.735
H -0.771 3.662 -4.136
H 0.725 3.267 -4.901
H -1.466 1.549 -3.817
H 0.239 1.167 -3.918
H -1.487 -0.012 -5.593
H 0.151 0.501 -6.156
O 1.606 0.726 1.685
C 2.065 1.008 2.794
O 3.352 1.009 3.029
C 3.644 1.224 4.411
C 2.316 1.079 5.174
C 1.282 1.233 4.094
H 3.996 2.254 4.446
H 4.350 0.461 4.740
H 2.301 1.829 5.965
H 2.266 0.101 5.653
H 0.886 2.248 4.065
H 0.479 0.497 4.112
O 2.574 4.999 6.412
C 2.153 5.094 5.306
O 2.512 4.329 4.357
C 1.904 4.602 3.076
C 1.297 6.006 3.349
C 1.082 6.034 4.814
H 1.123 3.903 2.775
H 2.590 4.638 2.230
H 0.364 5.948 2.788
H 1.961 6.763 2.931
H 0.121 5.639 5.144
H 1.245 7.035 5.212
```

Summary:
gap between HOMO and LUMO: 7.6 eV
LUMO level: 0.23 eV
net charge: 0
HOMO: -7.34 eV
DFT total energy: -100526.214 eV

ORCA calculation (the ωB97M-V functional and the def2-TZVPD basis) on a molecular structure, C35H56N11O3P2Sr at a distorted geometry.

```
108
Properties=species:S:1:pos:R:3
Sr -0.213 -0.678 -0.384
N -0.468 1.648 1.595
P -0.717 2.421 0.072
C -1.134 4.047 0.855
C -2.441 4.514 0.862
C -2.789 5.593 1.659
C -1.835 6.204 2.454
C -0.524 5.756 2.436
C -0.174 4.683 1.641
C 0.986 2.865 -0.394
C 2.146 2.251 0.054
C 3.374 2.671 -0.432
C 3.445 3.688 -1.368
C 2.286 4.301 -1.822
C 1.063 3.886 -1.337
C -1.462 0.808 2.065
C -2.170 1.098 3.235
C -3.128 0.206 3.670
C -3.331 -0.968 2.953
C -2.588 -1.164 1.804
N -1.699 -0.289 1.363
H -0.198 2.338 2.295
H -3.185 4.023 0.250
H -3.808 5.947 1.673
H -2.111 7.026 3.095
H 0.225 6.233 3.053
H 0.850 4.328 1.631
H 2.096 1.444 0.768
H 4.287 2.208 -0.083
H 4.404 4.013 -1.745
H 2.337 5.100 -2.545
H 0.149 4.365 -1.668
H -1.970 2.012 3.777
H -3.701 0.416 4.562
H -4.041 -1.705 3.287
H -2.677 -2.062 1.213
C 1.243 -3.867 1.913
N 1.431 -2.870 2.949
C 1.936 -3.443 4.181
P 1.807 -1.299 2.495
O 1.289 -0.998 1.153
N 3.437 -0.894 2.555
C 4.260 -1.101 1.382
C 4.179 -0.932 3.796
N 1.174 -0.362 3.728
C 0.215 -0.807 4.710
C 1.664 0.984 3.921
H 0.431 -4.537 2.207
H 2.144 -4.474 1.761
H 0.981 -3.378 0.977
H 1.230 -4.199 4.532
H 2.030 -2.675 4.944
H 2.908 -3.930 4.043
H 3.627 -1.165 0.498
H 4.854 -2.017 1.466
H 4.952 -0.262 1.263
H 3.499 -0.829 4.638
H 4.890 -0.102 3.816
H 4.739 -1.866 3.911
H -0.189 -1.775 4.422
H -0.614 -0.094 4.774
H 0.665 -0.882 5.709
H 2.324 1.241 3.096
H 2.214 1.086 4.863
H 0.828 1.689 3.951
O 2.017 -2.623 -2.523
C 1.092 -3.279 -2.078
C 0.938 -4.795 -2.217
C -0.365 -5.089 -1.482
C -0.820 -3.709 -1.010
O -1.834 -3.473 -0.375
N 0.054 -2.757 -1.388
H 1.803 -5.289 -1.775
H 0.915 -5.065 -3.273
H -0.229 -5.752 -0.627
H -1.135 -5.534 -2.113
C 2.852 -0.451 -4.791
N 2.194 0.674 -4.161
C 2.202 1.955 -4.830
C 1.611 0.522 -3.023
N 1.083 0.405 -2.002
H 2.341 -0.714 -5.719
H 2.825 -1.304 -4.114
H 3.890 -0.197 -5.014
H 1.732 1.869 -5.813
H 3.227 2.308 -4.961
H 1.657 2.684 -4.234
C -1.198 -0.646 -4.252
N -2.570 -0.935 -3.899
C -3.035 -2.202 -4.431
C -3.031 -0.516 -2.677
N -2.224 -0.075 -1.767
N -4.398 -0.537 -2.543
C -4.990 -0.395 -1.234
C -5.280 -0.205 -3.642
H -1.105 -0.760 -5.334
H -0.479 -1.305 -3.745
H -0.978 0.382 -3.972
H -2.342 -3.006 -4.162
H -3.093 -2.133 -5.519
H -4.013 -2.453 -4.038
H -2.742 0.369 -1.014
H -5.133 0.655 -0.949
H -4.364 -0.893 -0.495
H -5.966 -0.880 -1.235
H -4.712 -0.101 -4.562
H -5.781 0.748 -3.439
H -6.047 -0.972 -3.775
```

Summary:
gap between HOMO and LUMO: 9.1 eV
LUMO level: -1.65 eV
net charge: +1
HOMO: -10.78 eV
energy above the lowest of the compared OMol25 structures with the same formula, charge and spin: 0.0 kJ/mol
DFT total energy: -79151.844 eV